Below is a cluster of 2 separate species, C10H14N3 in total, with properties calculated with wB97M-V/def2-TZVPD.

Each line ends with the natural charge from an NBO analysis.
CARTESIAN COORDINATES (ANGSTROEM)
1 C -2.0597 1.4767 2.4231  -0.154
2 C -1.1565 2.1376 1.5098  -0.189
3 C -2.5107 0.2108 2.1675  0.009
4 C -0.7143 1.4163 0.4655  0.023
5 C -1.2273 0.0708 0.2895  0.058
6 C 0.3354 1.8557 -0.4818  -0.456
7 C -0.0165 1.4293 -1.9027  -0.401
8 C -0.0982 -0.0845 -2.0365  -0.500
9 C -0.8101 -0.7069 -0.8907  0.208
10 C 1.6093 -2.7527 1.0551  -0.500
11 N -2.1605 -0.4218 1.0646  -0.358
12 N 2.0169 -1.4549 -0.8372  -0.294
13 N 1.3699 -1.7626 0.1449  -0.043
14 H -2.3432 2.1030 3.2646  0.238
15 H -0.8844 3.1912 1.8199  0.248
16 H -3.2202 -0.3071 2.8733  0.225
17 H 0.3491 2.9605 -0.4188  0.242
18 H 1.2969 1.5323 -0.0237  0.236
19 H -1.0719 1.7081 -2.1243  0.236
20 H 0.8118 1.5884 -2.6652  0.246
21 H -0.3721 -0.4417 -2.9847  0.263
22 H 0.9475 -0.5715 -1.5564  0.343
23 H -1.2285 -1.6563 -0.9244  0.221
24 H 0.7269 -3.3766 1.0522  0.260
25 H 1.6304 -2.1948 2.0378  0.264
26 H 2.5987 -3.3982 1.1069  0.221
27 H 2.8222 -1.9724 -1.1524  0.356

Atomic forces in eV per Å
1.38 2.24 -0.77
-1.70 0.52 3.06
-1.33 -0.42 0.88
0.27 -2.06 -1.26
0.87 1.88 -0.91
0.27 1.49 0.24
1.14 -1.41 -0.88
-0.91 -0.93 5.21
0.21 3.43 -0.94
2.56 -1.98 3.46
0.14 -1.98 0.31
-0.78 0.47 -0.03
-0.18 1.66 -2.41
-0.26 -0.61 0.14
0.00 -1.37 -0.96
0.77 0.60 -0.98
0.23 -0.42 -0.22
-0.23 -0.09 -0.93
1.05 0.85 -0.40
-1.43 1.22 0.81
0.10 -0.92 -1.17
-0.40 0.27 -1.16
-0.45 -1.89 -0.18
-0.20 -0.33 0.26
-0.35 -0.73 -0.71
-1.75 1.31 -0.97
1.00 -0.79 0.50

E_HOMO: -12.8 eV
Charge: +1
Energy above the lowest of the compared OMol25 structures with the same formula, charge and spin: 111.6 kcal per mole
M: 176.243 g mol⁻¹

Below is the ion C7H14N3O2 with charge +1, with properties calculated with wB97M-V/def2-TZVPD.

Each line ends with the natural charge from an NBO analysis.
CARTESIAN COORDINATES (ANGSTROEM)
1 C -2.3551 0.1959 0.0115  0.754
2 C 0.6423 -0.4038 -1.0189  -0.398
3 C -0.1513 -0.7876 0.2778  -0.235
4 C 0.7911 2.0140 -0.1658  0.177
5 C 1.5252 0.8461 -0.7216  -0.287
6 C 2.7569 0.4733 0.1432  -0.582
7 C -2.3452 -2.1638 -0.0220  -0.412
8 N -1.6185 -0.8969 0.1357  -0.446
9 N -3.5262 0.4131 0.2774  -0.669
10 N -0.4858 2.2434 -0.0470  0.291
11 O -0.8885 3.3185 0.7490  -0.503
12 O -1.4790 1.5187 -0.5336  -0.460
13 H 1.3101 -1.1546 -1.2122  0.229
14 H -0.0961 -0.2059 -1.6885  0.232
15 H 0.2252 -1.6854 0.6592  0.237
16 H 0.1348 -0.2280 1.1733  0.207
17 H 1.5840 2.8119 0.2438  0.269
18 H 1.9402 1.2073 -1.6449  0.265
19 H 3.2064 1.2706 0.6410  0.225
20 H 3.5258 -0.1525 -0.4569  0.247
21 H 2.2817 -0.1577 0.8171  0.202
22 H -2.1100 -2.6034 -0.9802  0.213
23 H -2.0751 -2.8655 0.7769  0.223
24 H -3.5215 -1.9189 0.0873  0.261
25 H -1.8486 3.5929 0.5865  0.521
26 H -4.2102 1.1987 0.1955  0.440

Atomic forces in eV per Å
-1.14 0.67 1.73
0.22 2.21 4.29
-0.15 0.29 -0.13
1.44 2.14 1.35
-0.66 -0.42 -0.91
-0.22 -1.61 -2.62
-2.33 0.24 0.85
1.16 0.65 -0.42
-0.78 1.02 -0.31
0.39 -0.18 0.96
-0.33 0.09 -0.23
0.19 0.19 -0.89
1.26 -2.05 -1.18
-1.50 0.35 -2.60
0.03 -2.09 0.00
-0.52 1.01 -0.27
-2.63 -1.36 -0.69
0.02 0.38 -0.85
0.85 1.34 0.67
-1.36 1.24 0.92
0.03 -1.36 1.95
-0.14 -0.16 -0.30
0.00 0.28 -0.16
3.00 -0.73 -0.41
1.63 -1.07 -0.46
1.54 -1.08 -0.27

E_HOMO: -13.2 eV
Charge: +1
Energy above the lowest of the compared OMol25 structures with the same formula, charge and spin: 144.1 kcal per mole
M: 172.208 g mol⁻¹

charge of number 1 (C10H14N3)? +1